(1)
Formula: C51H60BaFN5O10SSi
Source: OMol25
Level of theory: wB97M-V/def2-TZVPD

Element x y z (Å)
1 Ba 0.343 0.640 1.552
2 C 0.050 -3.407 -0.187
3 C 1.320 -3.460 0.603
4 O 2.175 -2.342 0.394
5 C 3.119 -2.399 -0.643
6 C 2.559 -2.073 -2.008
7 O 1.739 -0.924 -1.928
8 C 2.025 0.243 -2.678
9 C 1.399 1.394 -1.930
10 O 0.058 1.130 -1.555
11 C -0.931 1.420 -2.550
12 C -1.448 0.260 -3.337
13 O -2.177 -0.576 -2.464
14 C -1.464 -1.742 -2.074
15 C -1.801 -2.048 -0.626
16 O -0.609 -2.209 0.129
17 H -0.553 -4.276 0.109
18 H 0.232 -3.475 -1.269
19 H 1.842 -4.402 0.403
20 H 1.057 -3.437 1.660
21 H 3.617 -3.377 -0.689
22 H 3.868 -1.652 -0.385
23 H 1.953 -2.895 -2.392
24 H 3.390 -1.940 -2.714
25 H 1.609 0.154 -3.688
26 H 3.106 0.416 -2.790
27 H 1.465 2.329 -2.498
28 H 1.955 1.528 -0.998
29 H -0.535 2.194 -3.219
30 H -1.784 1.844 -2.020
31 H -0.654 -0.286 -3.857
32 H -2.125 0.657 -4.099
33 H -0.391 -1.547 -2.119
34 H -1.700 -2.560 -2.759
35 H -2.432 -2.929 -0.511
36 H -2.335 -1.197 -0.198
37 C -0.687 8.600 4.310
38 C -0.305 7.444 3.418
39 C -0.146 7.622 2.049
40 C 0.164 6.552 1.218
41 C 0.320 5.289 1.769
42 C 0.178 5.078 3.145
43 C -0.131 6.162 3.950
44 S 0.670 3.955 0.678
45 O 0.580 4.525 -0.650
46 O 1.973 3.411 1.058
47 N -0.344 2.801 0.975
48 C -1.720 2.862 0.567
49 C -2.405 3.993 0.104
50 C -3.742 3.865 -0.230
51 C -4.376 2.636 -0.111
52 C -3.620 1.572 0.344
53 N -2.329 1.672 0.673
54 H -0.587 9.553 3.790
55 H -0.064 8.638 5.206
56 H -1.724 8.514 4.644
57 H -0.277 8.611 1.622
58 H 0.271 6.686 0.149
59 H 0.325 4.090 3.579
60 H -0.249 6.006 5.019
61 H -1.909 4.948 -0.009
62 H -4.291 4.732 -0.583
63 H -5.423 2.501 -0.350
64 H -4.064 0.591 0.463
65 F 6.791 1.513 -2.295
66 C 6.409 1.951 -1.070
67 C 5.286 1.441 -0.483
68 C 4.919 1.861 0.777
69 C 3.670 1.328 1.400
70 O 2.944 0.574 0.762
71 C 3.407 1.781 2.745
72 C 4.191 2.715 3.300
73 N 5.283 3.275 2.699
74 C 6.020 4.299 3.401
75 C 5.227 5.367 4.079
76 C 6.005 5.687 2.833
77 C 5.688 2.821 1.452
78 C 6.823 3.343 0.821
79 C 7.180 2.921 -0.432
80 N 8.327 3.500 -1.063
81 C 8.355 3.646 -2.516
82 C 9.426 4.720 -2.841
83 N 9.818 5.333 -1.517
84 C 10.586 4.314 -0.706
85 C 9.636 3.098 -0.563
86 C 2.156 1.349 3.481
87 O 1.574 2.186 4.187
88 O 1.766 0.169 3.223
89 H 4.667 0.706 -0.989
90 H 3.926 3.131 4.263
91 H 6.930 3.970 3.888
92 H 5.591 5.722 5.033
93 H 4.149 5.326 3.983
94 H 6.908 6.277 2.918
95 H 5.426 5.836 1.929
96 H 7.405 4.120 1.304
97 H 7.377 3.961 -2.866
98 H 8.625 2.724 -3.028
99 H 9.066 5.514 -3.487
100 H 10.321 4.284 -3.272
101 H 8.944 5.419 -1.015
102 H 10.278 6.235 -1.590
103 H 10.839 4.781 0.241
104 H 11.493 4.066 -1.248
105 H 9.562 2.801 0.478
106 H 10.036 2.255 -1.137
107 C -1.984 -5.960 2.470
108 C -1.021 -5.371 3.290
109 C -1.047 -4.002 3.536
110 C -2.020 -3.142 2.985
111 C -2.975 -3.772 2.166
112 C -2.964 -5.147 1.914
113 Si -1.715 -1.255 3.278
114 C -3.441 -0.414 3.504
115 C -4.674 -0.738 2.913
116 C -5.814 0.054 3.065
117 C -5.762 1.222 3.813
118 C -4.555 1.579 4.413
119 C -3.430 0.777 4.259
120 H -1.974 -7.027 2.277
121 H -0.252 -5.988 3.746
122 H -0.283 -3.575 4.185
123 H -3.748 -3.185 1.685
124 H -3.729 -5.581 1.277
125 H -1.369 -1.374 4.743
126 H -4.767 -1.633 2.310
127 H -6.744 -0.247 2.590
128 H -6.643 1.841 3.930
129 H -4.492 2.488 5.004
130 H -2.500 1.086 4.737

calculated total energy: -103905.9906 eV

---

(2)
Formula: C51H63N8O9S
Source: OMol25
Level of theory: wB97M-V/def2-TZVPD

Element x y z (Å)
1 C -2.605 0.735 6.290
2 C -1.645 -0.244 5.525
3 C -2.543 -1.297 4.774
4 O -3.719 -1.214 4.766
5 O -1.956 -2.407 4.160
6 C -1.166 -2.156 2.965
7 C -1.873 -2.906 1.768
8 C -2.012 -2.068 0.400
9 C -0.532 -1.743 -0.048
10 C -0.335 -1.336 -1.553
11 C -0.540 0.183 -1.916
12 C 0.227 0.344 -3.314
13 S 0.308 2.049 -3.931
14 O -0.710 2.205 -4.955
15 O 0.286 3.073 -2.913
16 O 1.767 2.165 -4.728
17 C -2.839 -0.776 0.809
18 O -2.455 0.378 0.540
19 O -3.924 -0.929 1.480
20 N -2.784 -2.939 -0.503
21 C -2.034 -4.092 -1.006
22 C -3.514 -2.204 -1.549
23 C -5.055 -2.166 -1.177
24 C -5.710 -0.731 -1.252
25 C -6.891 -0.597 -0.230
26 O -6.909 0.237 0.618
27 O -7.984 -1.448 -0.290
28 H -1.997 1.564 6.733
29 H -3.135 0.152 7.081
30 H -3.362 1.142 5.576
31 H -0.999 0.237 4.754
32 H -1.021 -0.842 6.244
33 H -0.911 -1.089 2.772
34 H -0.187 -2.692 3.132
35 H -2.928 -3.185 2.027
36 H -1.322 -3.864 1.601
37 H 0.162 -2.581 0.230
38 H -0.199 -0.866 0.575
39 H 0.751 -1.548 -1.790
40 H -0.910 -1.985 -2.269
41 H -1.630 0.421 -2.019
42 H -0.094 0.883 -1.169
43 H -0.264 -0.358 -4.023
44 H 1.267 -0.032 -3.108
45 H 2.142 1.266 -4.781
46 H -2.708 -4.995 -1.027
47 H -1.138 -4.368 -0.408
48 H -1.672 -3.968 -2.073
49 H -3.084 -1.210 -1.821
50 H -3.443 -2.835 -2.484
51 H -5.126 -2.491 -0.106
52 H -5.593 -2.936 -1.789
53 H -4.996 0.101 -1.081
54 H -6.191 -0.652 -2.266
55 H -8.721 -1.072 0.212
56 N -5.040 -5.732 0.809
57 C -6.117 -5.711 0.021
58 C -6.868 -6.836 -0.289
59 C -6.477 -8.052 0.246
60 C -5.362 -8.098 1.065
61 C -4.683 -6.915 1.315
62 H -6.381 -4.737 -0.376
63 H -7.735 -6.760 -0.933
64 H -7.037 -8.955 0.027
65 H -5.025 -9.030 1.502
66 H -3.806 -6.899 1.953
67 N -2.232 6.535 0.715
68 C -2.495 5.282 0.323
69 C -1.914 4.685 -0.782
70 C -1.014 5.428 -1.527
71 C -0.727 6.728 -1.140
72 C -1.359 7.229 -0.017
73 H -3.208 4.743 0.937
74 H -2.161 3.667 -1.053
75 H -0.540 4.998 -2.398
76 H -0.029 7.338 -1.699
77 H -1.166 8.241 0.328
78 N 1.323 -2.254 -5.131
79 C 0.754 -3.390 -4.718
80 C 0.899 -4.606 -5.369
81 C 1.674 -4.647 -6.515
82 C 2.272 -3.481 -6.964
83 C 2.067 -2.319 -6.239
84 H 0.154 -3.307 -3.818
85 H 0.416 -5.495 -4.986
86 H 1.810 -5.577 -7.053
87 H 2.884 -3.474 -7.857
88 H 2.518 -1.382 -6.550
89 N 4.270 1.586 -1.163
90 C 3.408 2.544 -1.521
91 C 3.768 3.681 -2.226
92 C 5.098 3.839 -2.578
93 C 6.011 2.860 -2.216
94 C 5.547 1.760 -1.515
95 H 2.379 2.377 -1.220
96 H 3.026 4.422 -2.492
97 H 5.421 4.715 -3.129
98 H 7.058 2.949 -2.472
99 H 6.222 0.966 -1.213
100 N 6.928 -3.655 0.916
101 C 6.205 -2.538 1.042
102 C 5.808 -1.750 -0.027
103 C 6.184 -2.138 -1.301
104 C 6.935 -3.292 -1.458
105 C 7.277 -4.010 -0.324
106 H 5.937 -2.273 2.059
107 H 5.219 -0.855 0.135
108 H 5.894 -1.549 -2.163
109 H 7.248 -3.627 -2.439
110 H 7.861 -4.922 -0.396
111 N -2.269 4.426 6.545
112 C -2.562 4.047 7.789
113 C -3.661 4.507 8.498
114 C -4.505 5.416 7.883
115 C -4.221 5.827 6.593
116 C -3.098 5.304 5.970
117 H -1.872 3.336 8.231
118 H -3.850 4.161 9.506
119 H -5.374 5.800 8.404
120 H -4.856 6.537 6.079
121 H -2.838 5.593 4.960
122 N 9.023 3.594 -0.905
123 C 9.539 3.589 0.327
124 C 9.961 4.727 0.994
125 C 9.847 5.945 0.347
126 C 9.318 5.979 -0.931
127 C 8.921 4.785 -1.510
128 H 9.612 2.612 0.792
129 H 10.369 4.660 1.994
130 H 10.168 6.858 0.834
131 H 9.214 6.913 -1.468
132 H 8.496 4.763 -2.509

ΔE to the lowest compared entry with this formula, charge and spin: 0.0 kJ/mol
total charge: -1
calculated total energy: -95090.8363 eV

---

(3)
Formula: C51H66N8O4P2STl
Source: OMol25
Level of theory: wB97M-V/def2-TZVPD

Element x y z (Å)
1 Tl 1.063 0.536 0.437
2 S 3.327 1.840 1.124
3 C 2.692 1.625 2.719
4 C 3.459 1.877 3.871
5 C 2.888 1.712 5.114
6 C 1.553 1.316 5.213
7 C 0.862 1.086 4.047
8 N 1.411 1.229 2.832
9 H 4.486 2.197 3.752
10 H 3.470 1.894 6.009
11 H 1.067 1.197 6.173
12 H -0.179 0.781 4.065
13 C -0.447 -6.126 0.599
14 O -1.007 -4.969 -0.006
15 C -1.720 -5.129 -1.147
16 C -2.027 -6.371 -1.687
17 C -2.817 -6.473 -2.823
18 C -3.309 -5.330 -3.430
19 C -2.991 -4.090 -2.900
20 C -2.192 -3.964 -1.769
21 N -1.992 -2.651 -1.270
22 C -0.904 -2.028 -0.724
23 N 0.285 -2.609 -1.016
24 C 1.566 -2.107 -1.264
25 C 2.080 -0.872 -0.918
26 C 3.348 -0.494 -1.334
27 C 4.141 -1.359 -2.069
28 C 3.657 -2.621 -2.392
29 C 2.388 -2.987 -2.003
30 O 1.865 -4.225 -2.301
31 C 1.622 -4.444 -3.697
32 N -1.028 -0.890 -0.084
33 C -2.352 -0.416 0.156
34 C -2.724 0.777 -0.462
35 C -3.983 1.334 -0.313
36 C -4.923 0.687 0.473
37 C -4.590 -0.510 1.084
38 C -3.328 -1.074 0.933
39 O -3.160 -2.309 1.481
40 C -2.153 -2.432 2.475
41 H 0.121 -5.766 1.453
42 H 0.225 -6.644 -0.086
43 H -1.225 -6.810 0.943
44 H -1.675 -7.271 -1.202
45 H -3.059 -7.453 -3.216
46 H -3.932 -5.399 -4.312
47 H -3.361 -3.185 -3.373
48 H -2.830 -2.095 -1.255
49 H 0.206 -3.547 -1.370
50 H 3.737 0.479 -1.058
51 H 5.134 -1.058 -2.382
52 H 4.266 -3.325 -2.950
53 H 2.557 -4.585 -4.241
54 H 1.078 -3.601 -4.130
55 H 1.018 -5.344 -3.773
56 H -1.983 1.237 -1.104
57 H -4.232 2.260 -0.816
58 H -5.913 1.107 0.607
59 H -5.310 -1.056 1.682
60 H -2.049 -3.495 2.678
61 H -2.471 -1.916 3.385
62 H -1.192 -2.034 2.147
63 C -1.546 2.775 2.158
64 P -0.293 3.041 0.846
65 C -1.336 3.574 -0.608
66 N -2.404 4.262 -0.281
67 C -3.236 4.708 -1.249
68 C -4.398 5.437 -0.905
69 C -5.238 5.861 -1.892
70 C -4.955 5.583 -3.252
71 C -3.841 4.879 -3.605
72 C -2.957 4.425 -2.599
73 N -1.867 3.697 -2.930
74 C -1.058 3.261 -1.996
75 P 0.355 2.151 -2.506
76 C 1.560 3.402 -3.125
77 C -0.154 1.286 -4.110
78 C 1.016 0.353 -4.446
79 C -0.421 2.151 -5.346
80 C -1.386 0.437 -3.768
81 C 0.523 4.677 1.336
82 C -0.530 5.770 1.528
83 C 1.299 4.491 2.641
84 C 1.490 5.084 0.224
85 H -2.440 3.354 1.943
86 H -1.133 3.071 3.122
87 H -1.801 1.718 2.196
88 H -4.592 5.638 0.142
89 H -6.132 6.418 -1.641
90 H -5.633 5.935 -4.019
91 H -3.610 4.657 -4.640
92 H 1.053 4.183 -3.691
93 H 2.286 2.900 -3.766
94 H 2.103 3.844 -2.293
95 H 1.902 0.911 -4.756
96 H 0.725 -0.292 -5.281
97 H 1.285 -0.285 -3.604
98 H 0.437 2.783 -5.589
99 H -1.293 2.780 -5.227
100 H -0.586 1.481 -6.197
101 H -1.168 -0.244 -2.940
102 H -1.681 -0.163 -4.636
103 H -2.239 1.063 -3.490
104 H -1.283 5.494 2.270
105 H -1.039 6.019 0.601
106 H -0.019 6.671 1.884
107 H 0.670 4.149 3.466
108 H 1.725 5.456 2.932
109 H 2.122 3.794 2.514
110 H 0.952 5.276 -0.708
111 H 2.251 4.319 0.059
112 H 1.996 6.010 0.512
113 C 4.192 -2.055 1.309
114 N 3.735 -2.336 2.659
115 C 4.602 -3.169 3.481
116 C 4.378 -2.867 4.945
117 C 2.909 -3.059 5.239
118 N 2.092 -2.290 4.310
119 C 0.753 -2.002 4.772
120 C 2.458 -2.017 3.014
121 O 1.680 -1.465 2.209
122 H 5.252 -1.803 1.340
123 H 3.652 -1.208 0.914
124 H 4.048 -2.909 0.638
125 H 5.631 -2.957 3.198
126 H 4.420 -4.231 3.282
127 H 4.667 -1.835 5.152
128 H 4.978 -3.529 5.569
129 H 2.672 -2.721 6.248
130 H 2.649 -4.123 5.182
131 H 0.801 -1.458 5.718
132 H 0.186 -2.925 4.932
133 H 0.251 -1.396 4.033

ΔE to the lowest compared entry with this formula, charge and spin: 20.0 kJ/mol
total charge: +1
calculated total energy: -108171.0509 eV